13
Properties=species:S:1:pos:R:3:forces:R:3:mulliken_charge:R:1 method="wB97M-V/def2-TZVPD" lumo_ha=0.0311 total_energy_ha=-426.982777 relative_energy_kcal_mol=104.71 homo_lumo_gap_ev=9.81
C 0.725 -0.134 0.143 0.2 -1.6 1.7 -0.3120
C -0.094 1.092 0.457 -1.2 -0.1 -0.2 -0.5016
C -1.465 -0.661 -0.198 -2.7 0.2 -3.7 -0.1242
N -0.260 -1.209 0.107 -0.4 0.5 -0.5 -0.1713
N -1.517 0.602 0.410 0.6 0.9 0.0 0.0875
F -2.493 -1.465 0.165 0.0 -0.1 0.0 -0.2744
F -2.365 1.473 -0.286 0.4 -0.1 0.0 -0.1846
H 1.290 -0.035 -0.757 0.6 0.0 -0.6 0.2857
H 1.298 -0.426 1.031 0.8 0.6 -0.5 0.2559
H -0.016 1.409 1.454 0.6 0.3 1.4 0.2575
H 0.189 1.955 -0.134 -0.6 0.0 -0.6 0.2825
H -1.973 -0.281 -1.784 1.4 -1.0 3.1 0.1966
H -0.119 -2.199 -0.033 0.3 0.4 -0.1 0.2024

***

12
Properties=species:S:1:pos:R:3:forces:R:3:mulliken_charge:R:1 method="wB97M-V/def2-TZVPD" lumo_ha=0.0368 total_energy_ha=-392.847803 smiles=COCC(F)F relative_energy_kcal_mol=13.71 homo_lumo_gap_ev=11.44
C 2.524 -0.061 0.104 0.7 -1.0 1.3 -0.6464
O 1.296 0.311 -0.395 -0.2 1.1 -0.4 -0.3068
C 0.334 -0.476 0.222 -0.7 0.2 -1.2 -0.5189
C -1.007 0.009 -0.334 0.0 -0.2 0.7 0.3172
F -1.355 1.206 0.232 0.2 -0.1 0.0 -0.2665
F -1.953 -0.887 0.052 -0.3 -0.2 -0.1 -0.2689
H 3.265 0.699 -0.138 0.1 -0.4 -0.4 0.2616
H 2.745 -1.132 -0.209 0.3 1.2 0.1 0.2529
H 2.433 -0.080 1.216 0.4 0.0 -0.4 0.2897
H 0.584 -1.500 -0.127 -0.8 0.0 0.8 0.3447
H 0.335 -0.330 1.319 0.0 -0.4 -0.4 0.3152
H -1.070 0.162 -1.408 0.3 -0.2 -0.1 0.2262

***

17
Properties=species:S:1:pos:R:3:forces:R:3:mulliken_charge:R:1 method="wB97M-V/def2-TZVPD" lumo_ha=0.0113 total_energy_ha=-732.076858 smiles="N/N=C/C(F)(F)F.C=[N+]([O-])O" homo_lumo_gap_ev=9.55
N -0.035 -1.679 0.627 0.8 1.5 -2.3 -0.3679
N -1.288 -1.215 0.669 -0.9 1.6 -0.5 -0.2672
C -1.643 -0.285 -0.172 1.7 -2.1 2.1 -0.2608
C -3.049 0.156 -0.253 -0.8 -0.2 -1.6 0.7925
F -3.262 -0.081 -1.641 -1.0 0.7 1.7 -0.2771
F -3.972 -0.556 0.468 1.4 1.3 -1.1 -0.2354
F -3.252 1.504 -0.036 0.1 -1.9 -0.2 -0.2412
H 0.729 -1.101 0.226 -1.1 -0.4 0.1 0.2453
H 0.272 -2.206 1.377 0.0 -1.1 1.7 0.2448
H -0.946 0.004 -0.954 -0.3 0.6 0.0 0.3966
C 2.301 1.281 0.833 1.9 3.4 3.6 -0.4705
N 2.192 0.697 -0.242 -2.4 -2.0 -5.4 0.5618
O 1.247 0.895 -1.070 0.5 0.0 0.2 -0.6461
O 3.021 -0.321 -0.672 1.7 0.4 3.3 -0.3827
H 3.167 1.223 1.463 0.2 -0.8 0.0 0.2869
H 1.812 2.255 0.894 -0.6 -0.8 0.1 0.2595
H 2.708 -0.572 -1.517 -1.2 0.0 -1.7 0.3615

***

21
Properties=species:S:1:pos:R:3:forces:R:3:mulliken_charge:R:1 method="wB97M-V/def2-TZVPD" lumo_ha=0.2062 total_energy_ha=-1719.943646 charge=-2 relative_energy_kcal_mol=0.00 homo_lumo_gap_ev=5.15
N 1.195 -0.117 0.021 -0.1 0.9 0.0 -0.1057
S 3.115 -0.414 -0.485 0.5 -1.2 1.6 0.5077
O 3.846 -0.010 0.766 -0.5 -0.2 -1.3 -0.6013
O 3.039 -1.910 -0.593 0.0 1.4 -0.2 -0.5984
S 0.993 1.498 0.395 1.8 -0.5 0.7 1.0036
O 1.727 2.313 -0.582 -1.0 -0.3 0.7 -0.6895
O 1.067 1.852 1.817 -0.5 0.0 -1.6 -0.6550
C -0.807 1.832 -0.030 1.8 -0.6 0.4 0.6075
F -1.055 1.469 -1.279 -0.5 0.0 -0.6 -0.2458
F -1.631 1.196 0.786 -0.6 -0.2 0.2 -0.2227
F -1.020 3.140 0.083 -0.5 0.8 0.0 -0.2490
O 0.828 -0.917 1.037 -0.2 0.0 0.3 -0.6459
C -0.690 -2.653 0.617 -1.8 -2.2 -0.6 -0.3006
H 0.064 -2.924 -0.141 -0.1 0.6 0.9 0.2343
H -0.483 -2.800 1.689 0.4 0.4 -0.8 0.2246
H -1.351 -1.812 0.371 0.7 -0.3 0.2 0.0900
C -1.326 -5.159 0.560 0.5 0.6 0.0 -0.6280
O -1.794 -3.859 0.376 0.3 0.8 0.2 -0.4268
H -2.161 -5.872 0.460 0.1 0.2 0.0 0.2221
H -0.547 -5.424 -0.184 -0.1 -0.1 0.1 0.2438
H -0.863 -5.294 1.558 -0.1 -0.1 -0.1 0.2351

***

11
Properties=species:S:1:pos:R:3:forces:R:3:mulliken_charge:R:1 method="wB97M-V/def2-TZVPD" lumo_ha=0.0388 total_energy_ha=-272.372060 smiles="C=CN(C)F" relative_energy_kcal_mol=74.73 homo_lumo_gap_ev=10.13
C 1.177 -1.136 -0.012 2.4 -1.5 -0.1 -0.6195
C -0.094 -1.339 0.158 -5.8 1.9 0.9 -0.0106
N -1.227 -0.198 0.420 2.1 -3.6 0.2 -0.0178
C -0.991 1.169 0.135 -4.6 0.0 -2.4 -0.8032
F -2.430 -0.683 -0.225 1.0 0.5 -0.1 -0.2558
H 1.872 -2.049 0.080 -1.2 1.5 -0.4 0.2049
H 1.675 -0.193 -0.246 -0.4 -0.2 0.3 0.2547
H -0.789 -2.216 0.311 1.8 0.5 -0.2 0.3033
H -0.331 1.379 -0.651 0.7 0.2 -1.8 0.3001
H -2.083 1.649 -0.024 2.7 -0.9 0.2 0.2938
H -0.594 1.588 0.955 1.3 1.5 3.3 0.3501

***

11
Properties=species:S:1:pos:R:3:forces:R:3:mulliken_charge:R:1 method="wB97M-V/def2-TZVPD" lumo_ha=0.0388 total_energy_ha=-272.478657 relative_energy_kcal_mol=7.84 homo_lumo_gap_ev=10.81
N 0.430 -1.615 -0.656 -0.9 0.9 1.9 -0.6646
C 0.734 -0.225 -0.210 -1.7 0.4 0.9 -0.2328
C -0.510 0.346 0.512 0.1 -2.8 0.7 -0.2277
C -1.076 1.508 0.390 -1.6 1.6 -0.7 -0.0894
F -0.494 2.511 -0.371 -0.7 -0.8 0.7 -0.2625
H 1.253 -1.890 -1.090 1.8 -0.9 -1.5 0.2459
H 0.449 -2.216 0.183 -0.4 0.4 -0.4 0.2353
H 0.888 0.427 -1.057 0.3 -0.1 -0.4 0.3206
H 1.607 -0.171 0.439 0.1 0.1 0.1 0.2338
H -1.124 -0.380 1.146 1.0 0.9 -1.0 0.1688
H -2.155 1.705 0.713 2.0 0.2 -0.3 0.2726